1.
{
  "formula": "C29H61N3O14S4",
  "method": "the ωB97M-V functional and the def2-TZVPD basis",
  "symbols": ["O", "S", "O", "C", "C", "C", "C", "H", "H", "H", "H", "H", "H", "H", "H", "O", "S", "O", "C", "C", "C", "C", "H", "H", "H", "H", "H", "H", "H", "H", "O", "S", "O", "C", "C", "C", "C", "H", "H", "H", "H", "H", "H", "H", "H", "O", "S", "O", "C", "C", "C", "C", "H", "H", "H", "H", "H", "H", "H", "H", "C", "C", "O", "C", "O", "O", "C", "H", "H", "H", "H", "H", "H", "H", "H", "C", "N", "C", "C", "O", "H", "H", "H", "H", "H", "H", "H", "C", "N", "C", "C", "O", "H", "H", "H", "H", "H", "H", "H", "C", "N", "C", "C", "O", "H", "H", "H", "H", "H", "H", "H"],
  "xyz": [[7.12, 7.89, -11.12], [8.22, 8.88, -11.06], [8.16, 9.95, -12.06], [8.55, 9.39, -9.32], [9.89, 8.66, -9.06], [10.81, 8.49, -10.27], [9.87, 7.95, -11.32], [7.71, 8.96, -8.79], [8.38, 10.47, -9.32], [10.44, 9.32, -8.39], [9.74, 7.75, -8.49], [11.54, 7.74, -9.96], [11.18, 9.46, -10.60], [9.60, 6.89, -11.23], [10.01, 8.10, -12.39], [6.50, 6.29, -20.07], [5.45, 6.12, -19.01], [4.39, 5.25, -19.20], [6.15, 5.89, -17.37], [6.47, 7.27, -16.73], [5.66, 8.39, -17.52], [4.78, 7.85, -18.62], [6.98, 5.19, -17.34], [5.31, 5.49, -16.80], [6.34, 7.35, -15.65], [7.50, 7.56, -16.95], [6.26, 9.28, -17.75], [4.95, 8.80, -16.80], [4.59, 8.49, -19.48], [3.80, 7.59, -18.21], [1.04, 12.56, -14.02], [1.65, 13.81, -13.56], [0.72, 14.91, -13.29], [2.84, 13.44, -12.27], [4.07, 14.18, -12.68], [4.22, 14.11, -14.23], [2.86, 14.48, -14.77], [3.02, 12.37, -12.21], [2.40, 13.59, -11.28], [3.97, 15.25, -12.48], [4.95, 13.85, -12.12], [4.69, 13.18, -14.56], [4.78, 14.97, -14.61], [2.73, 14.06, -15.77], [2.54, 15.52, -14.74], [11.96, 7.45, -17.41], [13.14, 7.06, -18.08], [13.86, 6.00, -17.45], [12.92, 6.45, -19.79], [13.42, 7.55, -20.73], [14.72, 8.14, -20.06], [14.32, 8.43, -18.59], [11.93, 6.01, -19.87], [13.55, 5.56, -19.84], [13.65, 7.05, -21.67], [12.70, 8.33, -21.00], [15.06, 9.00, -20.64], [15.52, 7.41, -20.11], [13.70, 9.31, -18.73], [15.14, 8.63, -17.89], [19.99, 19.21, -11.35], [18.55, 19.01, -11.72], [18.49, 17.61, -11.75], [17.54, 17.05, -11.00], [17.28, 17.52, -9.79], [17.05, 16.01, -11.54], [15.77, 15.60, -11.23], [20.66, 18.74, -12.07], [20.21, 18.68, -10.43], [20.11, 20.29, -11.21], [18.26, 19.25, -12.74], [17.70, 19.43, -11.17], [15.75, 15.80, -10.16], [15.51, 14.56, -11.43], [15.08, 16.37, -11.59], [13.43, 12.83, -15.32], [11.97, 12.81, -15.22], [11.25, 13.70, -15.87], [9.78, 13.53, -15.72], [11.70, 14.82, -16.28], [13.85, 12.56, -16.28], [13.76, 12.07, -14.61], [13.85, 13.76, -14.93], [11.61, 11.87, -15.11], [9.58, 12.59, -16.23], [9.14, 14.27, -16.20], [9.62, 13.44, -14.64], [20.11, 12.25, -12.06], [20.42, 11.87, -13.45], [19.52, 11.47, -14.29], [20.00, 11.51, -15.78], [18.36, 11.22, -13.99], [20.43, 13.26, -11.81], [20.65, 11.51, -11.48], [19.06, 12.15, -11.80], [21.40, 11.97, -13.70], [19.86, 12.48, -16.27], [19.32, 10.83, -16.30], [21.03, 11.16, -15.74], [12.49, 20.07, -18.58], [13.15, 18.93, -18.14], [14.50, 18.96, -17.83], [15.21, 17.70, -17.30], [15.09, 20.05, -18.02], [12.93, 20.61, -19.43], [12.51, 20.76, -17.73], [11.43, 19.85, -18.65], [12.52, 18.18, -17.88], [16.26, 17.81, -17.04], [15.27, 16.94, -18.09], [14.62, 17.31, -16.47]],
  "charge": 0,
  "smiles": "O=S1(=O)CCCC1.O=S1(=O)CCCC1.O=S1(=O)CCCC1.O=S1(=O)CCCC1.CCOC(=O)OC.CNC(C)=O.CNC(C)=O.CNC(C)=O",
  "homo_ha": -0.3405,
  "orbital_gap_ev": 9.17
}

2.
{
  "formula": "C3H8NOPS2",
  "method": "the ωB97M-V functional and the def2-TZVPD basis",
  "symbols": ["C", "C", "C", "N", "O", "P", "S", "S", "H", "H", "H", "H", "H", "H", "H", "H"],
  "xyz": [[-0.83, -1.48, 0.54], [-1.06, -1.60, -0.95], [2.73, 1.67, 0.13], [-1.10, -0.11, 0.98], [-1.58, -0.24, -1.36], [-1.27, 0.92, -0.30], [-2.71, 2.16, -0.26], [1.55, 1.95, -1.22], [-1.78, -2.12, 1.09], [0.06, -2.00, 0.94], [-0.11, -1.86, -1.54], [-1.87, -2.34, -1.16], [3.39, 2.44, 0.18], [3.39, 0.80, -0.14], [2.13, 1.68, 1.12], [-0.94, 0.13, 1.93]],
  "charge": 0,
  "homo_ha": [-0.3172, -0.2995],
  "orbital_gap_ev": [7.26, 6.63]
}

DFT total energy (Eh)
-3951.76168 -1386.76314
ΔE to the lowest compared entry with this formula, charge and spin (kcal/mol)
119.30 80.77